1.
{"formula": "C17H20ClN3O3", "method": "ωB97M-V/def2-TZVPD", "relative_energy_kj_mol": 85.9, "homo_lumo_gap_ev": 9.43, "fmax_ev_per_a": 1.263, "e_lumo_ev": 0.26, "elements": ["O", "C", "C", "C", "C", "C", "N", "C", "C", "C", "C", "C", "Cl", "C", "C", "N", "O", "N", "C", "C", "C", "C", "C", "O", "H", "H", "H", "H", "H", "H", "H", "H", "H", "H", "H", "H", "H", "H", "H", "H", "H", "H", "H", "H"], "coordinates": [[-1.575, -0.204, -4.101], [-1.031, 0.369, -3.180], [-1.778, 1.301, -2.237], [-2.786, 0.479, -1.428], [-3.402, 1.300, -0.294], [-2.376, 1.623, 0.724], [-1.466, 0.835, 1.208], [-0.793, 1.635, 2.092], [0.329, 1.174, 2.884], [1.074, 2.076, 3.643], [2.145, 1.631, 4.391], [2.472, 0.281, 4.381], [3.813, -0.275, 5.313], [1.735, -0.627, 3.635], [0.664, -0.178, 2.888], [-1.277, 2.851, 2.132], [-2.307, 2.854, 1.246], [0.279, 0.225, -2.892], [1.126, -0.749, -3.534], [1.577, -1.805, -2.515], [0.399, -2.537, -1.838], [0.460, -2.063, -0.383], [1.937, -1.698, -0.241], [2.300, -1.137, -1.485], [-2.308, 2.049, -2.829], [-1.080, 1.809, -1.570], [-3.568, 0.119, -2.096], [-2.287, -0.388, -0.991], [-3.833, 2.231, -0.664], [-4.194, 0.719, 0.187], [0.801, 3.119, 3.633], [2.728, 2.321, 4.980], [2.000, -1.672, 3.642], [0.072, -0.867, 2.307], [0.675, 0.647, -2.066], [2.009, -0.253, -3.946], [0.553, -1.211, -4.339], [2.243, -2.518, -3.021], [0.543, -3.615, -1.896], [-0.545, -2.289, -2.318], [-0.159, -1.177, -0.232], [0.154, -2.832, 0.322], [2.539, -2.596, -0.042], [2.138, -0.953, 0.531]], "atomic_forces_ev_per_a": [[-0.33, -0.20, -0.23], [0.00, 0.55, 0.30], [-0.12, -0.35, -0.11], [-0.01, 0.19, -0.02], [-0.06, -0.06, -0.14], [0.39, -0.16, 0.38], [-0.28, -0.18, -0.33], [-0.88, 0.63, -0.51], [0.47, -0.11, 0.36], [-0.10, -0.20, -0.12], [0.07, -0.08, 0.05], [-0.23, 0.07, -0.17], [0.16, -0.07, 0.11], [0.14, 0.03, 0.11], [-0.09, 0.27, 0.00], [0.93, 0.04, 0.85], [-0.53, -0.30, -0.61], [0.49, -0.05, 0.22], [0.28, -0.31, 0.12], [-0.20, -0.04, -0.56], [0.15, 0.06, 0.05], [0.25, 0.08, -0.06], [-0.12, -0.18, 0.34], [-0.01, 0.23, -0.20], [0.06, 0.02, -0.01], [0.02, 0.06, 0.00], [0.03, -0.04, 0.04], [-0.04, -0.05, -0.03], [-0.07, -0.03, 0.01], [-0.02, 0.10, 0.01], [0.02, 0.13, 0.03], [0.07, 0.04, 0.05], [0.05, -0.09, 0.03], [-0.05, -0.08, -0.07], [-0.20, 0.08, -0.04], [-0.07, -0.07, -0.06], [0.12, 0.04, 0.04], [-0.07, 0.09, 0.07], [-0.03, -0.01, -0.03], [-0.06, -0.04, -0.04], [-0.02, 0.00, 0.06], [-0.06, -0.02, 0.08], [-0.02, 0.07, 0.03], [0.01, -0.08, -0.02]]}



2.
{"formula": "C9H9BrN3O", "method": "ωB97M-V/def2-TZVPD", "relative_energy_kj_mol": 0.0, "homo_lumo_gap_ev": 6.82, "fmax_ev_per_a": 5.123, "charge": 1, "e_lumo_ev": -5.23, "elements": ["N", "C", "N", "O", "C", "Br", "C", "C", "C", "C", "C", "C", "C", "N", "H", "H", "H", "H", "H", "H", "H", "H", "H"], "coordinates": [[3.064, 0.092, 1.354], [1.977, -0.623, 1.009], [2.157, -1.922, 0.753], [3.452, -2.410, 0.847], [0.602, -0.127, 1.056], [0.244, -0.227, 3.107], [0.163, 1.186, 0.687], [-0.968, 1.069, -0.058], [-2.058, 1.938, -0.548], [-3.086, 1.402, -1.113], [-3.187, 0.033, -1.414], [-2.322, -0.869, -0.831], [-1.193, -0.423, -0.064], [-0.203, -1.129, 0.420], [3.313, 1.162, 1.521], [3.823, -0.512, 1.562], [1.423, -2.506, 0.398], [3.523, -3.150, 0.232], [0.764, 2.006, 1.084], [-2.006, 2.955, -0.125], [-3.936, 2.006, -1.531], [-4.088, -0.209, -1.905], [-2.418, -1.881, -1.089]], "atomic_forces_ev_per_a": [[0.04, 1.92, 0.11], [2.51, 0.25, 0.52], [0.78, 1.53, 0.08], [-0.50, 0.25, 0.25], [-0.60, -2.72, 0.94], [0.14, 0.07, -0.92], [-0.03, 2.23, -0.62], [-0.30, -0.98, 1.35], [3.61, 1.82, 3.15], [-3.12, 1.28, -2.47], [1.63, -1.69, 2.10], [-0.92, 0.97, -1.18], [0.31, 0.59, -1.87], [-1.60, 0.76, 0.41], [-1.78, -3.23, -0.57], [1.12, -0.21, -0.02], [-0.65, -0.16, 0.10], [-0.02, -0.02, -0.15], [-0.70, 0.29, -0.44], [-0.20, -0.28, -0.95], [0.96, -0.27, 0.90], [-0.51, -1.00, -0.84], [-0.16, -1.41, 0.10]]}



3.
{"formula": "H5O2S", "method": "ωB97M-V/def2-TZVPD", "relative_energy_kj_mol": 45.9, "homo_lumo_gap_ev": 6.88, "fmax_ev_per_a": 1.640, "charge": -1, "e_lumo_ev": 3.95, "elements": ["S", "H", "H", "H", "O", "H", "H", "O"], "coordinates": [[0.077, 0.050, 1.447], [1.154, 0.745, 1.836], [-1.091, 2.390, 0.106], [-2.488, 2.359, 0.566], [-1.899, 2.890, -0.012], [1.960, -2.489, -1.899], [0.763, -2.742, -2.793], [1.661, -2.974, -2.676]], "atomic_forces_ev_per_a": [[-0.14, 0.08, -0.20], [0.06, 0.05, 0.03], [0.78, -0.45, 0.08], [0.42, 0.52, -0.49], [-1.09, -0.25, 0.51], [-0.19, 0.05, 0.02], [-1.41, 0.47, -0.03], [1.57, -0.47, 0.07]]}



4.
{"formula": "C16H15F2NO2S", "method": "ωB97M-V/def2-TZVPD", "homo_lumo_gap_ev": 8.43, "fmax_ev_per_a": 19.134, "e_lumo_ev": 0.27, "elements": ["O", "C", "N", "C", "C", "C", "C", "C", "C", "F", "H", "F", "H", "H", "H", "C", "C", "C", "C", "C", "S", "H", "H", "H", "C", "H", "C", "O", "C", "H", "C", "H", "H", "H", "H", "H", "H"], "coordinates": [[0.352, -1.778, -0.042], [0.434, -0.587, -0.002], [1.559, 0.283, 0.094], [2.787, -0.250, 0.098], [3.174, -1.719, -0.136], [4.440, -1.945, 0.081], [5.343, -0.977, 0.318], [5.041, 0.500, 0.139], [3.662, 0.793, 0.151], [3.356, 2.014, 0.342], [5.737, 1.462, 0.375], [6.638, -1.063, 0.061], [4.841, -3.064, -0.166], [2.427, -2.228, -0.040], [1.268, 1.175, 0.091], [-1.107, 0.199, 0.161], [-2.118, -0.933, -0.013], [-2.835, -1.287, -1.090], [-3.639, -2.137, -0.950], [-3.827, -2.504, 0.550], [-2.740, -1.618, 1.262], [-4.534, -3.176, 1.085], [-4.356, -2.603, -1.581], [-2.682, -0.826, -1.995], [-1.152, 1.210, 1.101], [-0.194, 1.706, 1.464], [-2.383, 1.747, 1.289], [-2.316, 2.976, 0.162], [-2.399, 2.081, -0.917], [-3.191, 1.465, -1.064], [-1.063, 1.343, -1.187], [-0.228, 1.856, -1.227], [-1.036, 0.749, -2.072], [-2.334, 2.755, -1.830], [-3.331, 1.241, 1.243], [-2.406, 2.764, 2.218], [-1.186, 0.374, 2.028]], "atomic_forces_ev_per_a": [[1.55, -0.49, -0.45], [-3.17, 2.79, 1.80], [-5.16, -6.97, -0.40], [1.56, -1.54, -1.57], [2.72, 11.63, 1.13], [4.21, -5.58, -1.00], [0.61, 7.20, -2.43], [-0.73, -1.00, 2.58], [6.00, -3.89, 0.15], [-1.98, 3.30, 0.12], [-1.21, -2.98, -0.88], [1.94, -2.03, 0.60], [-0.77, 2.79, 1.04], [-7.77, -6.64, 0.15], [-0.08, 3.88, 0.01], [5.10, -1.82, -8.92], [2.99, 4.95, 0.61], [9.46, 9.51, -3.76], [-12.76, -12.82, 6.25], [-2.08, -1.51, -4.41], [1.16, -0.19, 5.84], [0.80, 0.63, -0.81], [-0.10, -0.03, -0.89], [0.65, 1.00, -2.11], [3.98, -4.80, 8.87], [-1.54, 0.02, -1.21], [-2.94, 11.40, 2.70], [-1.70, -4.01, 1.42], [4.95, 4.82, -4.64], [-2.66, -1.76, 0.37], [-5.52, -5.88, 2.36], [3.96, 3.05, 0.60], [-0.61, -0.32, -1.02], [-1.02, -0.37, 0.59], [0.05, -0.29, -0.22], [-0.05, -4.01, -2.07], [0.14, 1.95, -0.40]]}



5.
{"formula": "C4H12N2O3P", "method": "ωB97M-V/def2-TZVPD", "relative_energy_kj_mol": 30.5, "homo_lumo_gap_ev": 8.69, "fmax_ev_per_a": 3.599, "charge": -1, "e_lumo_ev": 3.70, "elements": ["C", "C", "C", "C", "N", "N", "O", "O", "O", "P", "H", "H", "H", "H", "H", "H", "H", "H", "H", "H", "H", "H"], "coordinates": [[-2.974, 0.141, 1.182], [2.108, 1.748, -0.189], [-2.180, -0.851, 0.430], [1.534, 0.609, 0.551], [-2.717, -1.359, -0.586], [2.214, 0.362, 1.878], [3.257, -1.218, -0.520], [1.057, -0.850, -1.863], [1.010, -2.083, 0.337], [1.560, -0.975, -0.506], [-2.580, 1.152, 0.995], [-2.927, -0.068, 2.321], [-4.089, 0.105, 0.926], [3.223, 1.756, -0.371], [1.840, 2.609, 0.336], [1.796, 1.730, -1.263], [-1.140, -1.052, 0.812], [0.453, 0.810, 0.729], [-2.096, -1.958, -1.171], [1.689, -0.560, 2.022], [3.223, 0.177, 1.660], [3.488, -0.621, -1.294]], "atomic_forces_ev_per_a": [[-1.73, 0.22, 2.29], [1.64, -0.28, -2.54], [0.81, -0.23, 0.19], [0.12, -1.62, -0.34], [0.26, -0.76, -1.37], [-1.32, -1.26, -1.19], [-0.80, 1.65, -1.72], [-0.43, 1.13, -2.34], [0.01, 0.31, 0.60], [1.25, -1.26, 3.13], [-0.15, -0.25, 0.19], [0.16, 0.48, -1.67], [1.63, 0.06, 0.02], [-0.79, -0.35, 0.94], [-0.26, 1.91, 0.37], [-0.54, 0.36, 0.91], [-0.73, -0.02, -0.66], [0.61, -0.07, 0.09], [-0.17, 0.44, 0.99], [1.79, 1.03, 0.68], [-1.41, -0.30, 0.22], [0.05, -1.19, 1.22]]}